{
  "formula": "BF4H18O9",
  "method": "wB97M-V/def2-TZVPD",
  "spin_multiplicity": 1,
  "e_above_lowest_ev": 0.623,
  "total_charge": -1,
  "fmax_ha_per_bohr": 0.0558,
  "elements": ["F", "F", "F", "F", "O", "O", "O", "O", "O", "O", "O", "O", "O", "B", "H", "H", "H", "H", "H", "H", "H", "H", "H", "H", "H", "H", "H", "H", "H", "H", "H", "H"],
  "xyz": [[-0.25, -1.02, -0.63], [-0.81, 1.12, -0.19], [-1.68, -0.49, 1.10], [0.52, 0.05, 1.17], [-3.96, 1.62, 0.30], [2.65, -0.57, -1.04], [-1.93, -1.42, -3.17], [3.36, 1.72, 2.42], [0.42, 1.12, -3.43], [1.32, -2.19, 3.16], [1.35, 2.53, 0.29], [-2.28, -0.09, 3.71], [0.65, -3.42, -1.87], [-0.55, -0.08, 0.36], [3.58, 2.65, 2.46], [1.03, 1.63, 0.33], [-1.89, -1.36, -4.13], [-2.02, -0.52, -2.87], [-2.37, -1.00, 4.00], [-1.99, -0.15, 2.80], [0.23, 1.02, -2.50], [0.75, -2.59, -2.33], [0.77, -1.70, 2.55], [2.47, 0.25, -1.50], [-3.17, 1.66, -0.23], [-0.24, -3.39, -1.51], [-3.82, 0.88, 0.89], [1.88, -0.71, -0.49], [0.01, 1.94, -3.68], [2.21, -2.00, 2.89], [2.72, 1.65, 1.72], [1.03, 2.85, -0.56]],
  "mulliken_charge": [-0.134, -0.424, -0.450, -0.439, -0.665, -0.646, -0.564, -0.660, -0.648, -0.685, -0.678, -0.681, -0.657, 0.515, 0.277, 0.357, 0.289, 0.285, 0.292, 0.465, 0.322, 0.313, 0.338, 0.310, 0.303, 0.307, 0.343, 0.328, 0.297, 0.318, 0.393, 0.280]
}

---

{
  "formula": "CH5N6",
  "method": "wB97M-V/def2-TZVPD",
  "spin_multiplicity": 1,
  "e_above_lowest_ev": 0.000,
  "smiles": "NC1([NH3+])N=NN=N1",
  "total_charge": 1,
  "fmax_ha_per_bohr": 0.0728,
  "elements": ["N", "N", "N", "N", "N", "N", "C", "H", "H", "H", "H", "H"],
  "xyz": [[-1.02, 0.55, -0.19], [1.46, 1.42, -2.11], [1.12, -1.01, 0.01], [0.36, -0.52, -2.15], [1.36, 1.25, -0.95], [0.90, 0.30, -2.89], [0.58, -0.05, -0.77], [-1.16, 0.21, 0.71], [-1.74, 0.11, -0.78], [-1.22, 1.65, -0.06], [0.70, -1.91, 0.16], [1.71, -0.71, 0.79]],
  "mulliken_charge": [-0.556, -0.061, -0.411, -0.104, -0.113, -0.067, 0.702, 0.324, 0.360, 0.397, 0.259, 0.270]
}

---

{
  "formula": "C10H12BrNPW",
  "method": "wB97M-V/def2-TZVPD",
  "spin_multiplicity": 3,
  "e_above_lowest_ev": 0.000,
  "total_charge": 1,
  "fmax_ha_per_bohr": 0.0714,
  "elements": ["W", "Br", "P", "N", "C", "C", "C", "C", "C", "C", "C", "C", "C", "C", "H", "H", "H", "H", "H", "H", "H", "H", "H", "H", "H", "H"],
  "xyz": [[1.18, 1.31, 0.02], [-0.45, -3.89, 2.45], [-0.05, 3.27, -0.59], [0.29, -0.02, 1.22], [0.01, -1.37, 1.18], [-0.09, 0.76, 2.27], [-0.56, -1.26, 3.52], [-0.47, 0.13, 3.44], [1.34, -0.34, -1.59], [-0.32, -1.74, -2.73], [0.21, 0.55, -2.30], [0.90, -1.75, -2.01], [-0.71, -0.38, -2.94], [-0.34, -2.01, 2.38], [0.08, -1.87, 0.22], [0.53, 4.55, -0.39], [-0.68, 0.72, 4.32], [2.33, -0.11, -2.04], [-1.52, -0.04, -3.57], [1.52, -2.63, -1.86], [-0.78, -1.78, 4.45], [-0.16, 1.85, 2.16], [0.53, 1.46, -2.84], [-0.94, -2.59, -3.00], [-0.61, 3.61, -1.86], [-1.26, 3.56, 0.11]],
  "lowdin_spin": [1.756, 0.004, 0.054, 0.010, -0.023, -0.019, -0.024, 0.004, -0.006, -0.018, -0.067, 0.143, 0.154, 0.007, 0.003, 0.017, 0.001, 0.010, 0.009, 0.007, -0.001, -0.014, 0.000, -0.004, 0.005, -0.009]
}

---

{
  "formula": "C3H3NS",
  "method": "wB97M-V/def2-TZVPD",
  "spin_multiplicity": 3,
  "e_above_lowest_ev": 2.655,
  "total_charge": 0,
  "fmax_ha_per_bohr": 0.0768,
  "elements": ["S", "N", "C", "C", "C", "H", "H", "H"],
  "xyz": [[2.76, 0.84, 0.06], [-2.40, 1.35, 0.13], [0.45, -0.48, -0.34], [-1.75, 0.41, 0.31], [-0.88, -0.60, -0.08], [2.15, 1.24, 1.28], [-1.35, -1.47, -0.61], [1.01, -1.28, -0.74]],
  "lowdin_spin": [1.123, -0.033, 0.726, 0.008, 0.076, 0.035, 0.026, 0.038]
}

---

{
  "formula": "C5H12N",
  "method": "wB97M-V/def2-TZVPD",
  "spin_multiplicity": 2,
  "e_above_lowest_ev": 3.514,
  "total_charge": 0,
  "fmax_ha_per_bohr": 0.0916,
  "elements": ["N", "C", "C", "C", "C", "C", "H", "H", "H", "H", "H", "H", "H", "H", "H", "H", "H", "H"],
  "xyz": [[0.26, 1.65, 2.71], [-0.63, 0.14, 0.89], [-0.21, 0.29, -0.60], [0.51, -1.51, -2.40], [-0.64, -0.91, -1.51], [0.41, 0.46, 1.65], [0.28, -2.44, -3.04], [0.95, 0.36, -0.61], [-0.19, 2.58, 2.40], [-1.06, -1.72, -0.86], [1.11, 1.81, 3.16], [0.81, -0.88, -3.30], [-0.65, 1.26, -0.89], [-0.53, 1.31, 3.36], [1.43, 0.18, 1.56], [-1.52, -0.63, -2.11], [-1.66, -0.16, 1.27], [1.33, -1.78, -1.68]],
  "lowdin_spin": [0.114, 0.280, 0.060, 0.000, 0.005, 0.373, 0.000, 0.004, 0.056, 0.004, 0.016, 0.000, 0.017, 0.011, 0.026, 0.001, 0.032, 0.000]
}

---

{
  "formula": "C12H19NSi",
  "method": "wB97M-V/def2-TZVPD",
  "spin_multiplicity": 1,
  "e_above_lowest_ev": 3.988,
  "total_charge": 0,
  "fmax_ha_per_bohr": 0.1135,
  "elements": ["Si", "N", "C", "C", "C", "C", "C", "C", "C", "C", "C", "C", "C", "C", "H", "H", "H", "H", "H", "H", "H", "H", "H", "H", "H", "H", "H", "H", "H", "H", "H", "H", "H"],
  "xyz": [[-0.40, -0.24, 0.64], [-1.33, -1.73, 0.79], [2.37, 0.03, -0.87], [-1.23, 2.38, -2.42], [-2.36, 0.32, -2.91], [-0.71, 1.85, -1.22], [-0.83, 0.42, 2.33], [-1.23, 1.63, 2.77], [-1.85, -0.16, -1.75], [2.55, 0.81, 1.54], [1.94, -0.23, 0.61], [-0.98, -2.88, 0.01], [-2.12, 1.71, -3.11], [-1.06, 0.55, -0.91], [-2.18, -1.81, 1.34], [2.14, 1.83, 1.41], [2.24, 0.50, 2.55], [-0.95, -3.87, 0.54], [2.37, 1.01, -1.02], [-1.31, 2.51, 2.09], [-0.21, -2.65, -0.76], [-2.66, 2.04, -3.97], [-1.95, -3.13, -0.58], [-3.08, -0.27, -3.52], [-1.30, 1.98, 3.81], [3.55, 0.97, 1.32], [1.88, -0.42, -1.66], [3.47, -0.21, -1.09], [-0.08, 2.45, -0.56], [-0.96, 3.35, -2.76], [-2.02, -1.17, -1.57], [2.27, -1.25, 0.77], [-0.70, -0.15, 3.18]],
  "mulliken_charge": [0.017, -0.101, -1.717, -0.763, -0.619, 0.035, -0.506, -0.606, -0.141, -1.438, 0.344, -1.000, -0.465, 0.111, 0.215, 0.264, 0.313, 0.288, 0.488, 0.198, 0.295, 0.380, 0.322, 0.335, 0.272, 0.527, 0.463, 0.355, 0.406, 0.400, 0.429, 0.406, 0.493]
}